Below is C72H66BaFGeN4O7P3 as an isolated structure in a non-equilibrium geometry, with properties calculated with ωB97M-V with the def2-TZVPD basis set.

Summary:
Molecular weight ... 1421.199 g mol⁻¹
Total energy ... -6755.32765 Ha
Relative energy (zero: lowest compared OMol25 entry of this formula, charge and spin) ... 61.91 kcal/mol
Gap between HOMO and LUMO ... 6.491 eV
Net charge ... 0
Lowest unoccupied orbital energy ... 0.2 eV

Each line ends with the Mulliken charge.
Atoms and positions in Å:
Ba: 0.637 -0.651 0.057  0.919
F: -1.186 0.605 -0.555  1.536
Ge: -2.636 1.052 -1.442  0.266
C: -2.084 1.363 -3.286  -0.123
C: -3.167 1.556 -4.156  -0.520
C: -3.008 2.126 -5.412  -0.953
C: -1.749 2.539 -5.813  -0.863
C: -0.659 2.293 -4.995  -0.689
C: -0.787 1.664 -3.755  0.016
P: 0.742 1.090 -2.885  2.471
C: 1.339 -0.261 -3.975  0.316
C: 2.182 -1.204 -3.384  0.042
C: 2.746 -2.236 -4.122  -0.483
C: 2.440 -2.366 -5.467  -0.913
C: 1.591 -1.447 -6.067  -0.907
C: 1.051 -0.399 -5.331  -0.339
C: 1.894 2.467 -3.300  -0.251
C: 1.584 3.749 -2.834  -0.466
C: 2.449 4.812 -3.045  -0.566
C: 3.646 4.607 -3.728  -0.770
C: 3.963 3.340 -4.193  -0.665
C: 3.092 2.273 -3.980  -0.649
C: -4.228 -0.078 -1.319  0.111
C: -5.397 0.495 -1.846  -0.225
C: -6.571 -0.235 -1.947  -0.971
C: -6.606 -1.554 -1.517  -0.958
C: -5.482 -2.114 -0.936  -0.122
C: -4.296 -1.388 -0.810  -0.005
P: -2.895 -2.034 0.173  2.741
C: -3.766 -2.673 1.660  0.046
C: -3.934 -4.032 1.918  -0.251
C: -4.534 -4.456 3.101  -0.669
C: -4.979 -3.527 4.031  -0.720
C: -4.815 -2.166 3.783  -0.269
C: -4.205 -1.747 2.611  -0.690
C: -2.322 -3.528 -0.662  -0.383
C: -0.969 -3.973 -0.093  0.978
C: -0.843 -5.469 0.057  -0.943
C: -1.153 -6.363 -0.887  -0.957
C: -1.510 -4.741 -2.629  -0.412
C: -2.563 -3.894 -1.919  -1.272
C: -3.025 2.797 -0.655  -0.297
C: -3.867 3.588 -1.458  -0.384
C: -4.337 4.819 -1.039  -1.010
C: -3.971 5.299 0.210  -0.954
C: -3.117 4.553 1.001  -0.151
C: -2.623 3.307 0.595  0.096
P: -1.393 2.474 1.715  1.860
C: -2.378 2.240 3.249  0.062
C: -1.703 1.998 4.452  -0.469
C: -2.393 1.657 5.606  -0.811
C: -3.778 1.535 5.579  -0.736
C: -4.460 1.759 4.392  -0.615
C: -3.767 2.109 3.237  -0.804
C: -0.282 3.892 2.084  0.287
C: 0.702 4.113 1.116  -0.474
C: 1.609 5.153 1.238  -0.236
C: 1.557 5.985 2.351  -0.793
C: 0.591 5.770 3.326  -0.800
C: -0.327 4.732 3.192  -0.245
H: -4.159 1.246 -3.862  0.559
H: -3.864 2.254 -6.063  0.430
H: -1.607 3.018 -6.774  0.413
H: 0.328 2.575 -5.343  0.538
H: 2.381 -1.176 -2.317  -0.033
H: 3.379 -2.973 -3.641  0.609
H: 2.831 -3.204 -6.027  0.364
H: 1.333 -1.551 -7.114  0.382
H: 0.382 0.290 -5.827  0.339
H: 0.649 3.920 -2.306  0.460
H: 2.189 5.800 -2.684  0.501
H: 4.321 5.437 -3.903  0.368
H: 4.891 3.173 -4.727  0.426
H: 3.355 1.286 -4.342  0.518
H: -5.415 1.528 -2.158  0.296
H: -7.461 0.231 -2.354  0.444
H: -7.519 -2.131 -1.604  0.411
H: -5.523 -3.123 -0.541  0.470
H: -3.590 -4.765 1.195  0.296
H: -4.657 -5.516 3.290  0.438
H: -5.445 -3.858 4.950  0.389
H: -5.149 -1.434 4.509  0.429
H: -4.055 -0.684 2.436  0.095
H: -0.823 -3.509 0.888  -1.402
H: -0.466 -5.868 0.992  0.499
H: -1.055 -7.426 -0.702  0.479
H: -1.725 -4.850 -3.685  0.742
H: -3.403 -3.502 -2.484  0.507
H: -4.134 3.255 -2.453  0.320
H: -4.975 5.407 -1.689  0.424
H: -4.330 6.260 0.558  0.426
H: -2.814 4.952 1.964  0.434
H: -0.621 2.084 4.488  0.551
H: -1.849 1.480 6.527  0.456
H: -4.320 1.265 6.478  0.415
H: -5.539 1.663 4.359  0.441
H: -4.319 2.276 2.319  0.297
H: 0.757 3.454 0.253  -0.203
H: 2.362 5.307 0.473  0.512
H: 2.268 6.795 2.458  0.402
H: 0.548 6.415 4.195  0.433
H: -1.078 4.582 3.960  0.468
O: 1.319 -5.328 -3.962  -0.873
C: 1.070 -4.702 -2.928  -0.048
C: -0.129 -4.207 -2.376  -0.389
O: -1.595 -6.129 -2.136  -0.485
C: -0.005 -3.339 -1.168  3.314
C: 1.470 -3.446 -0.872  -0.298
O: 2.060 -2.659 -0.131  -0.682
C: 2.100 -4.449 -1.833  -0.188
O: 3.168 -4.979 -1.649  -0.698
O: -0.347 -1.984 -1.335  -0.995
C: 4.379 0.669 3.390  -1.221
N: 2.961 0.390 3.203  1.190
C: 2.220 1.634 3.115  -0.533
C: 2.507 -0.438 4.308  -1.655
C: 1.048 -0.833 4.283  -0.313
N: 0.569 -1.637 3.159  1.691
C: 1.253 -2.928 3.109  -0.697
C: -0.866 -1.839 3.361  -0.114
H: 4.572 1.164 4.357  0.405
H: 4.741 1.327 2.600  0.270
H: 4.957 -0.257 3.366  0.264
H: 2.267 2.224 4.049  0.259
H: 1.169 1.446 2.883  -0.571
H: 2.626 2.248 2.309  0.450
H: 2.658 0.082 5.272  0.428
H: 3.148 -1.323 4.342  0.541
H: 0.416 0.057 4.324  -0.418
H: 0.863 -1.375 5.228  0.538
H: 1.150 -3.475 4.060  0.326
H: 2.314 -2.801 2.888  0.127
H: 0.830 -3.541 2.312  -0.065
H: -1.086 -2.280 4.346  0.433
H: -1.266 -2.510 2.602  -0.329
H: -1.398 -0.887 3.287  -0.414
O: 7.399 -3.510 1.752  -0.520
C: 7.323 -3.439 0.328  -0.674
N: 6.351 -2.451 -0.016  0.064
C: 6.703 -1.179 -0.370  0.474
O: 7.845 -0.851 -0.623  -0.709
C: 5.587 -0.168 -0.464  0.448
C: 5.903 1.146 -0.773  -0.741
C: 4.889 2.085 -0.832  -1.424
C: 3.589 1.670 -0.588  -0.904
N: 3.266 0.410 -0.292  2.312
C: 4.262 -0.482 -0.233  -0.340
H: 8.187 -4.010 1.987  0.295
H: 7.015 -4.399 -0.083  0.364
H: 8.269 -3.130 -0.108  0.442
H: 5.398 -2.648 0.233  0.140
H: 6.939 1.399 -0.964  0.545
H: 5.087 3.118 -1.085  0.598
H: 2.773 2.385 -0.615  0.711
H: 3.948 -1.495 0.000  -0.645



Below is a 2-piece molecular cluster, C4H10O2S overall in a non-equilibrium geometry, with properties calculated with ωB97M-V with the def2-TZVPD basis set.

Summary:
Molecular weight ... 122.189 g mol⁻¹
Total energy ... -706.93479 Ha
Relative energy (zero: lowest compared OMol25 entry of this formula, charge and spin) ... 99.53 kcal/mol
Gap between HOMO and LUMO ... 7.578 eV
Net charge ... 0
Lowest unoccupied orbital energy ... 0.7 eV

Each line ends with the Mulliken charge.
Atoms and positions in Å:
C: -0.696 -2.058 0.137  -1.122
C: -2.214 1.513 -0.072  -0.932
C: -0.074 -0.726 0.280  -0.262
C: 2.570 0.530 0.304  0.208
O: 2.971 -0.084 -0.863  -0.399
O: 1.935 1.516 0.412  -0.523
S: -0.845 0.443 -0.698  0.013
H: -1.134 -2.011 -0.872  0.350
H: 0.171 -2.823 0.069  0.213
H: -1.342 -2.251 0.963  0.271
H: -3.170 1.001 -0.173  0.310
H: -2.214 2.450 -0.749  0.286
H: -2.122 1.699 0.925  0.355
H: 0.419 -0.438 1.210  0.428
H: 3.214 -0.015 1.095  0.285
H: 2.349 0.100 -1.567  0.353
H: 0.183 1.153 -0.400  0.167



Below is an isolated ion of composition C27H34N5 and charge +1 in a non-equilibrium geometry, with properties calculated with ωB97M-V with the def2-TZVPD basis set.

Summary:
Molecular weight ... 428.604 g mol⁻¹
SMILES string ... CN1CCc2cc(C(c3ccc4c(c3)CCN4C)[N@H+]3CCC[C@H]3Cn3ccnc3)ccc21
Total energy ... -1322.77305 Ha
Relative energy (zero: lowest compared OMol25 entry of this formula, charge and spin) ... 0.00 kcal/mol
Gap between HOMO and LUMO ... 7.396 eV
Net charge ... +1
Lowest unoccupied orbital energy ... -2.2 eV

Each line ends with the Mulliken charge.
Atoms and positions in Å:
C: -4.523 -4.006 1.263  -0.980
N: -4.270 -2.781 0.558  0.046
C: -5.339 -2.066 -0.107  -0.835
C: -4.644 -0.805 -0.682  -0.630
C: -3.224 -0.952 -0.267  0.308
C: -3.076 -2.137 0.485  0.981
C: -1.844 -2.511 1.043  -1.781
C: -0.745 -1.687 0.824  0.040
C: -0.865 -0.549 0.004  -0.878
C: 0.295 0.421 -0.280  1.140
C: 1.673 -0.226 -0.281  -0.281
C: 2.891 0.416 0.027  -0.752
C: 4.030 -0.370 0.193  0.834
C: 3.968 -1.753 -0.084  0.345
N: 5.132 -2.360 0.256  0.024
C: 5.403 -3.766 0.104  -1.061
C: 6.115 -1.427 0.764  -0.681
C: 5.395 -0.055 0.696  -0.720
C: 2.823 -2.350 -0.630  -1.427
C: 1.712 -1.542 -0.793  -0.815
C: -2.115 -0.159 -0.493  -0.270
H: -3.572 -4.477 1.520  0.293
H: -5.096 -3.818 2.185  0.311
H: -5.107 -4.686 0.628  0.311
H: -5.796 -2.682 -0.896  0.319
H: -6.138 -1.801 0.604  0.327
H: -4.762 -0.756 -1.772  0.304
H: -5.105 0.103 -0.271  0.262
H: -1.770 -3.432 1.620  0.255
H: 0.221 -1.935 1.273  0.502
H: 0.160 0.756 -1.321  -0.237
H: 2.970 1.497 0.147  0.595
H: 4.462 -4.328 0.132  0.321
H: 5.902 -3.984 -0.854  0.297
H: 6.055 -4.110 0.916  0.348
H: 6.410 -1.680 1.794  0.363
H: 7.025 -1.440 0.148  0.323
H: 5.934 0.624 0.023  0.315
H: 5.372 0.414 1.688  0.264
H: 2.823 -3.410 -0.893  0.318
H: 0.829 -1.954 -1.286  0.610
H: -2.219 0.754 -1.081  0.161
C: -4.230 2.944 -2.348  -0.579
C: -2.934 2.541 -2.623  -0.134
N: -2.139 3.057 -1.612  0.238
C: -0.672 2.996 -1.532  -0.554
C: -0.187 2.993 -0.070  0.068
C: 1.089 3.767 0.184  -1.191
C: 1.644 3.234 1.510  -0.812
C: 0.978 1.889 1.794  -0.647
N: 0.076 1.604 0.575  0.276
C: -2.970 3.800 -0.781  -0.068
N: -4.221 3.702 -1.194  -0.664
H: -5.117 2.738 -2.927  0.427
H: -2.552 1.946 -3.436  0.458
H: -0.320 2.123 -2.105  0.437
H: -0.242 3.887 -2.032  0.465
H: -0.957 3.412 0.595  0.409
H: 1.802 3.626 -0.643  0.408
H: 0.863 4.843 0.231  0.487
H: 2.735 3.149 1.479  0.390
H: 1.416 3.928 2.328  0.348
H: 1.660 1.057 1.984  0.453
H: 0.291 1.974 2.648  0.506
H: -0.838 1.439 1.012  0.661
H: -2.569 4.356 0.061  0.445



Below is C19H34DyN5Si as an isolated structure, with properties calculated with ωB97M-V with the def2-TZVPD basis set.

Summary:
Molecular weight ... 523.102 g mol⁻¹
Multiplicity ... 6
Total energy ... -2192.32725 Ha
Gap between HOMO and LUMO (alpha / beta) ... 7.474 / 7.555 eV
Net charge ... +2
Lowest unoccupied orbital energy (alpha / beta) ... -6.5 / -6.5 eV

Each line ends with the Mulliken charge.
Atoms and positions in Å:
Dy: 0.208 0.232 0.859  0.467
C: 2.667 -3.805 0.929  -1.846
C: 1.697 -2.690 0.719  0.996
N: 1.474 -1.742 1.555  0.123
C: 2.155 -1.675 2.852  -0.891
C: 1.309 -0.841 3.797  -0.987
N: 1.085 0.526 3.263  -0.087
C: 0.145 1.314 4.113  -0.909
C: -0.735 2.205 3.259  -0.627
N: -1.457 1.378 2.276  -0.193
C: -2.264 2.161 1.307  -1.034
C: -2.697 1.272 0.151  -0.547
N: -1.572 0.452 -0.278  0.426
C: -1.712 -0.201 -1.591  1.098
C: -3.140 -0.687 -1.866  -1.937
C: -0.786 -1.414 -1.622  0.112
C: -0.730 -2.297 -2.710  -0.684
C: 0.140 -3.360 -2.674  -1.197
C: 0.971 -3.548 -1.562  -0.487
C: 0.878 -2.642 -0.532  0.285
N: 0.013 -1.607 -0.580  0.129
H: 3.470 -3.519 1.602  0.511
H: 3.107 -4.130 -0.010  0.510
H: 2.143 -4.662 1.361  0.365
H: 3.147 -1.228 2.722  0.377
H: 2.300 -2.665 3.286  0.556
H: 1.755 -0.817 4.795  0.468
H: 0.327 -1.311 3.901  0.413
H: 1.982 1.007 3.271  0.276
H: 0.686 1.904 4.855  0.431
H: -0.477 0.610 4.669  0.378
H: -0.128 2.931 2.705  0.349
H: -1.414 2.786 3.889  0.429
H: -2.078 0.741 2.771  0.285
H: -1.624 2.967 0.943  0.254
H: -3.125 2.623 1.795  0.444
H: -3.081 1.928 -0.640  0.406
H: -3.548 0.651 0.462  0.447
H: -3.472 -1.391 -1.101  0.427
H: -3.210 -1.177 -2.836  0.415
H: -3.832 0.153 -1.893  0.494
H: -1.373 -2.145 -3.565  0.446
H: 0.188 -4.055 -3.501  0.472
H: 1.655 -4.382 -1.527  0.393
C: 0.915 2.375 -4.094  -1.174
Si: 0.361 1.744 -2.435  -0.100
C: 0.195 3.171 -1.217  -0.800
C: 1.801 0.697 -1.732  -0.913
C: -1.246 0.777 -2.693  -1.123
H: 1.808 2.996 -4.015  0.389
H: 0.135 2.975 -4.567  0.351
H: 1.140 1.546 -4.769  0.338
H: 0.928 3.947 -1.450  0.504
H: 0.401 2.884 -0.174  0.086
H: -0.792 3.635 -1.229  0.328
H: 2.710 1.210 -2.061  0.517
H: 1.868 -0.335 -2.075  0.358
H: 1.960 0.693 -0.634  0.270
H: -1.208 0.283 -3.669  0.612
H: -2.019 1.548 -2.804  0.603